No. 1
Molecular formula: C3H8O4
Method: DFT, ωB97M-V/def2-TZVPD

Highest occupied orbital energy: -0.388 Ha
LUMO energy: 0.481 eV
Frontier orbital gap: 11.032 eV
SMILES string: O=C(O)CCO.O

```
! wB97M-V def2-TZVPD RIJCOSX def2/J DEFGRID3
* xyz 0 1
O 1.535 2.061 -0.039
C 1.123 0.996 0.325
O 0.262 0.994 1.413
C 1.318 -0.323 -0.274
C 0.329 -0.649 -1.446
O -0.832 -1.242 -0.979
H 0.155 1.914 1.735
H 1.174 -1.004 0.563
H 2.323 -0.389 -0.688
H 0.900 -1.301 -2.119
H 0.156 0.283 -1.985
H -1.582 -0.643 -0.958
O -2.650 -0.339 1.355
H -1.900 -0.884 1.610
H -2.310 0.526 1.486
*
```

=====

No. 2
Molecular formula: C6H5NO
Method: DFT, ωB97M-V/def2-TZVPD

Highest occupied orbital energy: -0.350 Ha
LUMO energy: 0.817 eV
Frontier orbital gap: 10.337 eV
SMILES string: N#C[C@]12C[C@H]1C=CO2

```
! wB97M-V def2-TZVPD RIJCOSX def2/J DEFGRID3
* xyz 0 1
N 1.491 0.771 -2.721
C 1.040 0.662 -1.618
C 0.593 0.435 -0.346
C 1.092 -0.818 0.363
C -0.338 -0.694 -0.285
C -1.341 -0.334 0.728
C -1.122 0.946 0.968
O 0.092 1.547 0.418
H 0.905 -0.815 1.423
H 2.009 -1.269 -0.140
H -0.440 -1.223 -1.328
H -2.369 -0.886 0.759
H -1.612 1.678 1.780
*
```

=====

No. 3
Molecular formula: C22H42BF6N2O5S
Method: DFT, ωB97M-V/def2-TZVPD

<S²>: 2.008
Highest occupied orbital energy (alpha / beta): -0.365 / -0.400 Ha
LUMO energy (alpha / beta): -4.715 / -4.716 eV
Frontier orbital gap (alpha / beta): 5.217 / 6.161 eV

```
! wB97M-V def2-TZVPD RIJCOSX def2/J DEFGRID3
* xyz 1 3
C -2.868 -4.277 -1.572
O -3.241 -3.083 -0.846
B -2.565 -2.775 0.252
O -2.995 -2.942 1.507
S -0.793 -1.949 0.188
C 0.394 -3.139 -0.565
O 1.280 -2.432 -1.372
C 1.722 -3.155 -2.449
F 2.756 -2.519 -2.967
F 2.076 -4.385 -2.074
F 0.750 -3.267 -3.357
C -1.004 -0.529 -1.013
F -0.118 0.387 -0.668
F -2.238 -0.090 -0.808
F -0.835 -0.906 -2.261
H -2.574 -5.084 -0.916
H -2.091 -4.039 -2.284
H -3.717 -4.612 -2.138
H -3.458 -2.134 1.791
H -0.171 -3.869 -1.126
H 0.876 -3.632 0.264
C 3.658 -0.004 -4.921
C 4.522 0.879 -4.003
C 3.665 1.983 -3.386
C 3.283 3.067 -4.392
C 4.533 3.641 -5.060
C 5.429 2.574 -5.690
N 5.682 1.450 -4.739
O 6.608 1.774 -3.905
C 4.792 2.055 -6.996
C 6.753 3.206 -6.103
C 5.014 -0.057 -2.905
H 2.899 -0.514 -4.332
H 3.119 0.540 -5.691
H 4.266 -0.767 -5.409
H 4.211 2.447 -2.559
H 2.764 1.539 -2.954
H 2.593 2.671 -5.142
H 2.745 3.867 -3.880
H 4.247 4.363 -5.827
H 5.105 4.196 -4.311
H 5.280 1.139 -7.330
H 4.908 2.796 -7.785
H 3.722 1.872 -6.920
H 7.254 3.696 -5.271
H 6.569 3.962 -6.864
H 7.430 2.460 -6.520
H 5.663 -0.832 -3.315
H 4.166 -0.547 -2.430
H 5.562 0.466 -2.124
C -2.588 1.592 5.033
C -3.875 0.895 4.556
C -5.096 1.563 5.186
C -5.239 1.247 6.673
C -5.257 -0.263 6.901
C -4.058 -0.986 6.286
N -3.845 -0.565 4.866
O -4.661 -1.196 4.093
C -2.794 -0.724 7.129
C -4.290 -2.491 6.347
C -3.905 1.101 3.045
H -2.577 2.622 4.678
H -2.485 1.645 6.112
H -1.704 1.093 4.632
H -6.000 1.233 4.666
H -5.028 2.642 5.039
H -4.434 1.714 7.245
H -6.167 1.681 7.048
H -5.287 -0.478 7.971
H -6.180 -0.671 6.478
H -1.894 -1.021 6.588
H -2.833 -1.310 8.045
H -2.683 0.310 7.445
H -5.218 -2.787 5.863
H -4.352 -2.802 7.387
H -3.468 -3.035 5.878
H -3.060 0.595 2.568
H -3.827 2.164 2.823
H -4.827 0.739 2.594
*
```

=====

No. 4
Molecular formula: C17H26N2O4S
Method: DFT, ωB97M-V/def2-TZVPD

Highest occupied orbital energy: -0.322 Ha
LUMO energy: 0.702 eV
Frontier orbital gap: 9.457 eV
SMILES string: CCOc1ccc(S(=O)(=O)N(CC)CC(=O)N2CCCC2)cc1C

```
! wB97M-V def2-TZVPD RIJCOSX def2/J DEFGRID3
* xyz 0 1
C 6.122 -1.044 -1.932
C 5.655 -2.000 -0.838
O 4.966 -1.337 0.205
C 3.690 -0.915 0.023
C 2.908 -1.185 -1.096
C 1.606 -0.717 -1.164
C 1.091 0.019 -0.120
S -0.574 0.647 -0.183
O -1.182 0.264 -1.429
O -0.559 2.052 0.126
N -1.257 -0.125 1.134
C -1.228 -1.575 1.035
C -0.440 -2.178 2.194
C -2.485 0.483 1.625
C -3.651 0.157 0.690
O -4.153 -0.961 0.703
N -4.076 1.100 -0.157
C -3.642 2.477 -0.301
C -4.162 2.872 -1.681
C -5.464 2.083 -1.788
C -5.090 0.753 -1.146
C 1.858 0.298 0.998
C 3.157 -0.162 1.090
C 4.012 0.113 2.285
H 6.762 -0.277 -1.502
H 6.685 -1.592 -2.681
H 5.277 -0.556 -2.411
H 5.043 -2.807 -1.257
H 6.521 -2.448 -0.343
H 3.296 -1.760 -1.921
H 0.985 -0.912 -2.024
H -0.755 -1.833 0.084
H -2.248 -1.970 1.021
H 0.587 -1.819 2.184
H -0.438 -3.261 2.112
H -0.896 -1.901 3.141
H -2.295 1.551 1.714
H -2.699 0.059 2.610
H -4.109 3.093 0.480
H -2.559 2.572 -0.235
H -3.457 2.534 -2.441
H -4.302 3.947 -1.778
H -6.251 2.574 -1.213
H -5.804 1.962 -2.814
H -4.653 0.062 -1.874
H -5.925 0.247 -0.656
H 1.420 0.887 1.789
H 3.473 0.708 3.016
H 4.914 0.644 1.985
H 4.327 -0.823 2.743
*
```

=====

No. 5
Molecular formula: C24H29N5O3S
Method: DFT, ωB97M-V/def2-TZVPD

Highest occupied orbital energy: -0.309 Ha
LUMO energy: 0.308 eV
Frontier orbital gap: 8.725 eV
SMILES string: Cn1c(=O)c2c(SCC(=O)N3CCCc4ccccc43)nc(CC(C)(C)C)nc2n(C)c1=O

```
! wB97M-V def2-TZVPD RIJCOSX def2/J DEFGRID3
* xyz 0 1
C 0.617 3.024 5.324
N 0.709 1.832 4.498
C 0.993 1.985 3.149
O 1.193 3.073 2.642
C 1.040 0.745 2.415
C 1.243 0.707 1.025
S 1.382 2.200 0.171
C 1.319 1.553 -1.532
C -0.110 1.111 -1.837
O -0.970 1.179 -0.986
N -0.324 0.655 -3.106
C 0.758 0.708 -4.083
C 0.336 0.221 -5.462
C -0.984 0.889 -5.831
C -1.995 0.378 -4.849
C -3.260 -0.020 -5.249
C -4.148 -0.579 -4.348
C -3.749 -0.774 -3.038
C -2.488 -0.387 -2.623
C -1.606 0.214 -3.516
N 1.350 -0.452 0.383
C 1.223 -1.568 1.090
C 1.405 -2.880 0.397
C 0.243 -3.253 -0.553
C 0.356 -2.442 -1.841
C -1.096 -2.964 0.127
C 0.343 -4.746 -0.875
N 0.960 -1.638 2.389
C 0.865 -0.487 3.050
N 0.605 -0.520 4.386
C 0.415 -1.805 5.029
C 0.509 0.630 5.151
O 0.271 0.590 6.336
H -0.372 3.083 5.777
H 0.795 3.882 4.680
H 1.363 2.982 6.118
H 1.638 2.375 -2.171
H 2.015 0.720 -1.608
H 1.594 0.099 -3.721
H 1.105 1.744 -4.177
H 1.124 0.465 -6.176
H 0.200 -0.862 -5.456
H -1.283 0.642 -6.850
H -0.883 1.975 -5.759
H -3.547 0.112 -6.282
H -5.135 -0.874 -4.670
H -4.420 -1.233 -2.328
H -2.196 -0.546 -1.600
H 2.331 -2.847 -0.179
H 1.491 -3.639 1.175
H 1.260 -2.710 -2.385
H -0.502 -2.622 -2.485
H 0.396 -1.385 -1.598
H -1.148 -3.460 1.093
H -1.221 -1.895 0.285
H -1.918 -3.318 -0.492
H -0.424 -5.026 -1.593
H 1.315 -4.984 -1.302
H 0.206 -5.345 0.023
H 1.313 -2.410 4.908
H 0.216 -1.624 6.082
H -0.423 -2.324 4.566
*
```

=====

No. 6
Molecular formula: C5H14NO
Method: DFT, ωB97M-V/def2-TZVPD

<S²>: 0.751
Highest occupied orbital energy (alpha / beta): -0.122 / -0.408 Ha
LUMO energy (alpha / beta): 0.706 / 0.472 eV
Frontier orbital gap (alpha / beta): 4.013 / 11.582 eV

```
! wB97M-V def2-TZVPD RIJCOSX def2/J DEFGRID3
* xyz 0 2
C -0.157 -0.502 2.109
O 1.062 -0.519 2.889
C 0.245 -0.106 0.685
C -0.962 -0.089 -0.224
C -0.679 0.444 -1.626
C -0.160 -0.568 -2.601
N 1.011 1.214 0.733
H -0.906 0.132 2.613
H -0.602 -1.498 2.085
H 1.212 -1.462 3.016
H 1.058 -0.783 0.338
H -1.469 -1.070 -0.133
H -1.825 0.489 0.167
H -1.517 1.067 -2.011
H 0.014 1.294 -1.643
H -0.005 -0.203 -3.613
H 0.823 -0.947 -2.316
H -0.857 -1.409 -2.742
H 1.615 1.303 -0.133
H 1.637 1.124 1.613
H 0.462 2.088 0.792
*
```

=====

Which F_max belongs to each record? In order, 2.7 8.3 1.9 1.1 1.0 1.6 eV/Å.
Which relative energy (zero: lowest compared OMol25 entry of this formula, charge and spin) belongs to each record? In order, 53.2 240.2 0.0 51.3 0.0 215.6 kJ/mol.
Which E_tot belongs to each record? In order, -420.0711 -361.4927 -2371.0921 -1472.0439 -1829.7592 -328.7550 Eh.